{"formula": "C19H23ClN2O4S2", "method": "ωB97M-V/def2-TZVPD", "elements": ["C", "H", "O", "C", "C", "C", "C", "C", "C", "N", "S", "O", "O", "C", "H", "H", "H", "C", "C", "O", "N", "H", "C", "C", "H", "H", "S", "C", "C", "C", "C", "C", "C", "C", "H", "Cl", "H", "H", "H", "H", "H", "H", "H", "H", "H", "H", "H", "H", "H", "H", "H"], "positions_angstrom": [[-2.201, 1.373, 3.264], [-2.268, 0.888, 4.243], [-0.893, 1.303, 2.739], [-0.451, 0.091, 2.280], [-0.955, -1.123, 2.722], [-0.384, -2.317, 2.315], [0.710, -2.300, 1.474], [1.200, -1.096, 0.998], [0.612, 0.109, 1.362], [1.066, 1.337, 0.850], [0.008, 2.565, 0.443], [0.607, 3.276, -0.661], [-1.307, 2.050, 0.236], [0.064, 3.752, 1.816], [0.833, 4.472, 1.567], [-0.904, 4.233, 1.864], [0.283, 3.234, 2.737], [2.453, 1.500, 0.467], [2.803, 0.888, -0.904], [3.496, -0.110, -1.004], [2.293, 1.550, -1.948], [1.656, 2.323, -1.766], [2.359, 1.022, -3.289], [0.986, 1.029, -3.958], [0.977, 0.368, -4.825], [0.721, 2.038, -4.275], [-0.383, 0.571, -2.839], [0.112, -1.136, -2.402], [-0.904, -1.807, -1.529], [-1.806, -1.085, -0.758], [-2.723, -1.747, 0.040], [-2.749, -3.128, 0.096], [-1.836, -3.841, -0.663], [-0.924, -3.196, -1.478], [-0.228, -3.773, -2.067], [-1.836, -5.569, -0.595], [-3.462, -3.649, 0.716], [-3.429, -1.177, 0.623], [-1.792, -0.006, -0.774], [0.246, -1.691, -3.333], [1.068, -1.085, -1.877], [3.051, 1.619, -3.894], [2.761, 0.007, -3.217], [2.655, 2.572, 0.433], [3.090, 1.028, 1.221], [2.057, -1.105, 0.347], [1.182, -3.222, 1.172], [-0.788, -3.251, 2.671], [-1.786, -1.144, 3.408], [-2.419, 2.434, 3.376], [-2.922, 0.928, 2.576]], "nbo_charge": [-0.246, 0.178, -0.533, 0.272, -0.276, -0.198, -0.208, -0.258, 0.164, -0.703, 2.337, -0.980, -0.927, -0.855, 0.243, 0.249, 0.259, -0.308, 0.665, -0.649, -0.624, 0.441, -0.244, -0.533, 0.223, 0.226, 0.194, -0.543, -0.019, -0.229, -0.178, -0.253, -0.036, -0.196, 0.217, -0.005, 0.225, 0.213, 0.247, 0.221, 0.230, 0.201, 0.230, 0.235, 0.235, 0.250, 0.221, 0.219, 0.219, 0.196, 0.190], "de_lowest_kcal_mol": 8.4, "largest_force_ev_per_a": 1.03, "smiles": "COc1ccccc1N(CC(=O)NCCSCc1cccc(Cl)c1)S(C)(=O)=O", "gap_ev": 8.750}



{"formula": "C19H23ClN4O2S", "method": "ωB97M-V/def2-TZVPD", "elements": ["C", "N", "C", "N", "C", "C", "H", "H", "S", "C", "H", "H", "C", "N", "C", "O", "C", "C", "N", "C", "O", "C", "H", "H", "C", "H", "H", "C", "C", "C", "C", "C", "C", "C", "H", "H", "Cl", "H", "H", "H", "H", "H", "H", "H", "H", "H", "H", "H", "H", "H"], "positions_angstrom": [[-5.009, -2.359, -0.235], [-3.661, -1.874, -0.162], [-3.266, -0.579, -0.131], [-1.960, -0.469, -0.030], [-1.484, -1.744, 0.013], [-2.519, -2.625, -0.064], [-2.540, -3.694, -0.057], [-0.434, -1.927, 0.096], [-4.421, 0.725, -0.211], [-3.369, 2.179, -0.557], [-2.679, 1.904, -1.353], [-4.080, 2.918, -0.924], [-2.621, 2.711, 0.662], [-1.346, 2.058, 0.827], [-0.193, 2.747, 0.863], [-0.134, 3.960, 0.892], [1.050, 1.849, 0.854], [1.323, 1.469, -0.615], [2.652, 0.930, -0.782], [3.723, 1.611, -0.308], [4.867, 1.225, -0.455], [3.335, 2.873, 0.425], [4.224, 3.291, 0.899], [2.957, 3.600, -0.297], [2.256, 2.574, 1.467], [2.690, 1.969, 2.264], [1.917, 3.517, 1.900], [2.843, -0.286, -1.538], [2.346, -1.517, -0.828], [2.467, -1.636, 0.552], [2.031, -2.773, 1.207], [1.475, -3.809, 0.472], [1.359, -3.717, -0.906], [1.791, -2.569, -1.546], [1.696, -2.494, -2.619], [0.930, -4.531, -1.468], [0.910, -5.229, 1.283], [2.121, -2.859, 2.278], [2.915, -0.832, 1.115], [3.926, -0.373, -1.689], [2.361, -0.195, -2.518], [0.599, 0.720, -0.943], [1.203, 2.365, -1.240], [0.827, 0.937, 1.414], [-1.354, 1.045, 0.660], [-2.418, 3.780, 0.536], [-3.235, 2.578, 1.560], [-5.014, -3.349, -0.689], [-5.606, -1.675, -0.839], [-5.452, -2.419, 0.762]], "nbo_charge": [-0.408, -0.345, 0.206, -0.550, -0.071, -0.099, 0.221, 0.218, 0.235, -0.513, 0.238, 0.238, -0.246, -0.653, 0.693, -0.651, -0.308, -0.213, -0.450, 0.688, -0.632, -0.500, 0.240, 0.227, -0.399, 0.206, 0.247, -0.265, 0.053, -0.230, -0.218, -0.054, -0.233, -0.217, 0.216, 0.229, 0.003, 0.230, 0.227, 0.263, 0.197, 0.225, 0.199, 0.219, 0.440, 0.241, 0.200, 0.219, 0.226, 0.211], "largest_force_ev_per_a": 0.66, "smiles": "Cn1ccnc1SCCNC(=O)[C@@H]1CCC(=O)N(Cc2ccc(Cl)cc2)C1", "gap_ev": 8.880}



{"formula": "C19H23ClN6O2", "method": "ωB97M-V/def2-TZVPD", "elements": ["C", "C", "H", "H", "O", "C", "O", "C", "N", "C", "N", "C", "N", "C", "N", "N", "N", "C", "C", "C", "C", "C", "C", "C", "C", "Cl", "H", "H", "H", "H", "H", "H", "C", "C", "H", "H", "H", "C", "H", "H", "H", "C", "H", "H", "H", "H", "H", "H", "H", "H", "H"], "positions_angstrom": [[-6.227, -1.203, -2.164], [-4.763, -1.567, -2.016], [-4.117, -0.836, -2.513], [-4.549, -2.555, -2.440], [-4.440, -1.586, -0.620], [-3.232, -2.033, -0.294], [-2.411, -2.425, -1.077], [-3.025, -1.988, 1.220], [-1.666, -2.284, 1.575], [-0.707, -1.349, 1.400], [-1.056, -0.086, 1.188], [-0.126, 0.864, 1.059], [1.183, 0.703, 1.130], [1.546, -0.560, 1.351], [2.775, -1.107, 1.495], [2.643, -2.426, 1.706], [1.419, -2.762, 1.715], [0.666, -1.650, 1.501], [4.060, -0.466, 1.408], [4.424, -0.206, -0.032], [3.791, 0.828, -0.714], [4.069, 1.077, -2.045], [4.993, 0.293, -2.716], [5.631, -0.740, -2.056], [5.342, -0.990, -0.723], [6.157, -2.300, 0.063], [6.350, -1.360, -2.569], [5.217, 0.483, -3.755], [3.567, 1.883, -2.558], [3.062, 1.423, -0.184], [4.003, 0.481, 1.953], [4.783, -1.132, 1.882], [-0.657, 2.258, 0.820], [-1.654, 2.211, -0.342], [-2.451, 1.507, -0.121], [-1.156, 1.892, -1.255], [-2.084, 3.197, -0.506], [0.478, 3.227, 0.496], [0.985, 2.924, -0.416], [1.204, 3.244, 1.304], [0.080, 4.230, 0.358], [-1.377, 2.704, 2.099], [-1.812, 3.691, 1.958], [-2.169, 2.001, 2.345], [-0.679, 2.746, 2.931], [-1.353, -3.241, 1.500], [-3.257, -0.977, 1.564], [-3.702, -2.698, 1.698], [-6.850, -1.936, -1.659], [-6.491, -1.177, -3.217], [-6.416, -0.227, -1.726]], "nbo_charge": [-0.623, -0.072, 0.188, 0.192, -0.510, 0.787, -0.592, -0.330, -0.555, 0.455, -0.573, 0.491, -0.539, 0.331, -0.183, -0.017, -0.223, -0.039, -0.244, -0.097, -0.136, -0.229, -0.192, -0.230, -0.015, 0.010, 0.228, 0.218, 0.216, 0.232, 0.230, 0.252, -0.094, -0.598, 0.222, 0.209, 0.206, -0.597, 0.208, 0.220, 0.205, -0.596, 0.208, 0.218, 0.209, 0.412, 0.256, 0.232, 0.213, 0.218, 0.214], "de_lowest_kcal_mol": 23.4, "largest_force_ev_per_a": 1.58, "smiles": "CCOC(=O)CNc1nc(C(C)(C)C)nc2c1nnn2Cc1ccccc1Cl", "gap_ev": 9.486}